# 1
The following is a DFT calculation (the ωB97M-V functional and the def2-TZVPD basis) of a cluster of 2 separate species, C4H12O in total.

Bonds (Å) are listed after each position.
Atoms and positions in Å:
1 C -1.0089 -0.9024 -1.4038  C2 1.513, O3 1.513, H4 1.049, H5 1.062
2 C -2.0653 -0.1722 -0.6038  C1 1.513, H6 1.077, H8 1.143, H9 1.075
3 O -1.1470 -2.3989 -1.2282  C1 1.513, H7 0.917
4 H -1.5148 -0.8095 -2.3185  C1 1.049
5 H 0.0252 -0.6857 -1.5064  C1 1.062
6 H -1.8953 -0.1177 0.4586  C2 1.077
7 H -0.6973 -2.7963 -0.5351  O3 0.917
8 H -3.0583 -0.7373 -0.6283  C2 1.143
9 H -2.3266 0.7976 -0.9858  C2 1.075
10 C 1.8495 0.8152 1.7813  C11 1.505, H12 1.082, H13 1.159, H14 1.071
11 C 1.6036 1.1127 0.3261  C10 1.505, H15 1.121, H16 1.083, H17 1.061
12 H 0.9858 0.3867 2.2716  C10 1.082
13 H 2.7947 0.1754 1.9816  C10 1.159
14 H 2.0280 1.7232 2.3201  C10 1.071
15 H 2.2374 1.9810 0.0095  C11 1.121
16 H 0.5617 1.4079 0.3071  C11 1.083
17 H 1.6275 0.2201 -0.2461  C11 1.061

Its SMILES is CCO.CC. The value obtained for the HOMO energy is -0.3827 Eh. The value obtained for the energy above the lowest of the compared OMol25 structures with the same formula, charge and spin is 34.1 kcal per mole. As for the LUMO energy: 0.948 eV. The value obtained for the total energy is -234.77823 Ha. Its orbital gap is 11.363 eV.

Results of the Löwdin charge analysis, in e, for atoms 1 through 6: C -0.227; C -0.105; O -0.087; H 0.083; H 0.084; H 0.053



# 2
The following is a DFT calculation (the ωB97M-V functional and the def2-TZVPD basis) of a cluster of 2 separate species, C4H12O in total.

Bonds (Å) are listed after each position.
Atoms and positions in Å:
1 C 1.2700 0.3632 -1.2658  C2 1.530, O3 1.430, H4 1.099, H5 1.094
2 C 1.4602 -1.0794 -1.7375  C1 1.530, H6 1.085, H8 1.104, H9 1.094
3 O 0.1697 1.0170 -1.9045  C1 1.430, H7 0.963
4 H 1.2091 0.5450 -0.1835  C1 1.099
5 H 2.1287 0.9565 -1.5950  C1 1.094
6 H 1.8328 -1.1851 -2.7507  C2 1.085
7 H -0.5945 0.8891 -1.3318  O3 0.963
8 H 0.4496 -1.5224 -1.7836  C2 1.104
9 H 2.1235 -1.6605 -1.0893  C2 1.094
10 C -1.1129 0.9518 1.8007  C11 1.527, H12 1.097, H13 1.084, H14 1.115
11 C -1.3024 -0.5486 1.5921  C10 1.527, H15 1.107, H16 1.102, H17 1.087
12 H -0.1136 1.2921 2.0999  C10 1.097
13 H -1.4971 1.5573 0.9879  C10 1.084
14 H -1.7189 1.1753 2.7097  C10 1.115
15 H -1.6966 -0.6423 0.5620  C11 1.107
16 H -2.2011 -0.9990 2.0428  C11 1.102
17 H -0.4066 -1.1101 1.8466  C11 1.087

Its SMILES is CCO.CC. The value obtained for the HOMO energy is -0.3808 Eh. The value obtained for the energy above the lowest of the compared OMol25 structures with the same formula, charge and spin is 21.8 kcal per mole. As for the LUMO energy: 0.935 eV. The value obtained for the total energy is -234.79787 Ha. Its orbital gap is 11.298 eV.

Results of the Löwdin charge analysis, in e, for atoms 1 through 6: C -0.316; C -0.084; O -0.089; H 0.100; H 0.106; H 0.066



# 3
The following is a DFT calculation (the ωB97M-V functional and the def2-TZVPD basis) of a cluster of 2 separate species, C4H12O in total.

Bonds (Å) are listed after each position.
Atoms and positions in Å:
1 C -0.9848 -1.1926 0.4770  C4 1.524, H5 1.096, H6 1.069, H7 1.115
2 C -0.6770 0.4654 -2.0011  C3 1.512, H8 1.197, H9 1.137, H10 1.086
3 C 0.3976 0.3523 -0.9434  C2 1.512, C4 1.516, H11 1.113, H12 1.085
4 C -0.4425 0.2217 0.3114  C1 1.524, C3 1.516, H13 1.068, H14 1.093
5 H -1.9090 -1.5008 -0.0253  C1 1.096
6 H -0.2519 -1.9632 0.3672  C1 1.069
7 H -1.3977 -1.3956 1.4924  C1 1.115
8 H -1.1126 1.5805 -1.9695  C2 1.197
9 H -0.4633 0.3047 -3.1061  C2 1.137
10 H -1.5566 -0.1616 -1.8862  C2 1.086
11 H 0.9932 -0.5314 -1.2655  C3 1.113
12 H 0.7475 1.3670 -1.0993  C3 1.085
13 H -1.2616 0.9063 0.2926  C4 1.068
14 H 0.1704 0.3518 1.2068  C4 1.093
15 H 2.9736 0.8301 2.2211  O17 0.970
16 H 2.2621 -0.2756 2.8743  O17 0.967
17 O 2.5125 0.6408 3.0535  H15 0.970, H16 0.967

Its SMILES is CCCC.O. The value obtained for the HOMO energy is -0.4045 Eh. The value obtained for the energy above the lowest of the compared OMol25 structures with the same formula, charge and spin is 26.8 kcal per mole. As for the LUMO energy: 0.820 eV. The value obtained for the total energy is -234.78984 Ha. Its orbital gap is 11.826 eV.

Results of the Löwdin charge analysis, in e, for atoms 1 through 6: C -0.130; C -0.180; C -0.270; C -0.278; H 0.067; H 0.060